{"formula": "C2H4IPS", "method": "ωB97M-V with the def2-TZVPD basis set", "elements": ["C", "C", "P", "S", "I", "H", "H", "H", "H"], "coordinates": [[-1.6182, -0.1192, -0.1449], [1.1002, 0.6244, -0.2282], [-0.6952, 1.2310, 0.2700], [1.3175, -1.0696, 0.1023], [-3.6930, -0.2730, 0.2493], [-1.3181, -1.4015, -0.5170], [1.2640, 0.7492, -1.4063], [1.7991, 1.1978, 0.2760], [1.8437, -0.9391, 1.3989]], "atomic_forces_ev_per_a": [[0.6, -3.6, -0.5], [-2.5, 0.2, -3.3], [0.1, -1.2, -0.9], [1.4, -1.6, 1.6], [0.5, 0.4, -0.1], [-0.4, 4.6, 1.1], [-0.5, 0.0, 2.6], [1.3, 1.3, 0.8], [-0.6, -0.2, -1.3]], "lowdin_charge": [-1.149, -0.870, 0.760, 0.595, 0.630, 0.074, 0.079, -0.029, -0.091], "orbital_gap_ev": 8.4}



{"formula": "C2H4LiLuO4", "method": "ωB97M-V with the def2-TZVPD basis set", "elements": ["O", "C", "H", "H", "C", "O", "O", "Li", "H", "H", "Lu", "O"], "coordinates": [[-1.5707, 1.4702, -0.4921], [-1.6331, 1.3578, -1.8083], [-1.4571, 2.2965, -2.3444], [-2.4234, 0.6802, -2.1541], [2.6369, -1.0211, 1.0418], [1.4959, -1.4113, 1.3132], [0.4129, -0.7542, 0.5840], [-1.1039, -1.5061, -0.4389], [3.4462, -1.6318, 1.4505], [2.7701, -0.1117, 0.4429], [-0.8623, 0.3356, 2.1851], [-1.7114, 0.2960, 0.2201]], "atomic_forces_ev_per_a": [[1.9, 0.7, -3.5], [-3.3, 1.9, 3.1], [0.8, 0.1, -0.1], [1.0, -1.2, -0.7], [1.0, 0.6, -0.6], [-1.0, -1.1, -0.3], [-0.2, 1.2, 2.9], [-0.1, -1.1, -0.9], [0.2, 0.0, 0.3], [0.3, -0.3, -0.2], [0.1, -0.3, -1.5], [-0.8, -0.6, 1.4]], "lowdin_charge": [-0.008, 0.414, 0.194, 0.187, 0.315, 0.015, -0.371, 0.860, 0.200, 0.179, 2.434, -0.419], "orbital_gap_ev": 9.7, "total_charge": 4}



{"formula": "C2H4LuO4S", "method": "ωB97M-V with the def2-TZVPD basis set", "elements": ["Lu", "S", "O", "O", "O", "O", "C", "C", "H", "H", "H", "H"], "coordinates": [[1.2968, -0.6756, 0.5394], [-1.2593, -1.4566, -0.4484], [-1.4164, -1.6414, -1.9302], [0.0184, -2.2701, 0.0321], [-0.6249, 0.0198, -0.2032], [1.0654, 0.7904, 2.1484], [-0.3233, 1.5342, 2.3401], [0.3008, 0.6580, 3.3422], [-0.8100, 1.9370, 1.4494], [-0.7212, 2.3841, 2.9029], [-0.1982, -0.2827, 3.5888], [0.8580, 1.1556, 4.1407]], "atomic_forces_ev_per_a": [[-3.6, -0.3, -1.9], [-2.0, 0.0, -3.8], [0.8, 0.4, 3.5], [2.4, 0.6, 1.0], [2.5, -0.5, 0.8], [1.0, 1.4, -0.4], [-1.2, 1.6, 1.4], [-1.9, -1.9, -0.2], [-0.6, -3.0, -1.0], [2.7, 2.0, 0.6], [0.7, -0.2, -0.1], [-0.8, 0.0, 0.1]], "lowdin_charge": [1.942, 0.703, -0.431, -0.677, -0.660, -0.301, 0.006, -0.130, 0.135, 0.127, 0.136, 0.148], "orbital_gap_ev": 6.4, "total_charge": 1}



{"formula": "C2H4N", "method": "ωB97M-V with the def2-TZVPD basis set", "elements": ["C", "C", "N", "H", "H", "H", "H"], "coordinates": [[-2.1203, 0.2258, 0.7902], [-0.4969, -0.0935, -0.6544], [0.6225, 0.4095, 0.0222], [-3.1746, -0.0464, 0.5976], [0.1916, 1.0777, 0.7206], [1.4823, 0.6783, -0.5120], [0.7978, -0.5437, 0.5084]], "atomic_forces_ev_per_a": [[3.0, 0.1, -1.4], [-4.5, -0.4, -0.4], [0.1, -0.8, 2.3], [0.3, -0.3, -0.7], [1.4, -0.2, -0.2], [-0.8, 0.1, 0.3], [0.5, 1.5, 0.0]], "lowdin_charge": [0.303, 0.136, 0.037, -0.032, 0.155, 0.193, 0.209], "orbital_gap_ev": [7.6, 7.6], "total_charge": 1}



Copy entry 2 word for word.
{"formula": "C2H4LiLuO4", "method": "ωB97M-V with the def2-TZVPD basis set", "elements": ["O", "C", "H", "H", "C", "O", "O", "Li", "H", "H", "Lu", "O"], "coordinates": [[-1.5707, 1.4702, -0.4921], [-1.6331, 1.3578, -1.8083], [-1.4571, 2.2965, -2.3444], [-2.4234, 0.6802, -2.1541], [2.6369, -1.0211, 1.0418], [1.4959, -1.4113, 1.3132], [0.4129, -0.7542, 0.5840], [-1.1039, -1.5061, -0.4389], [3.4462, -1.6318, 1.4505], [2.7701, -0.1117, 0.4429], [-0.8623, 0.3356, 2.1851], [-1.7114, 0.2960, 0.2201]], "atomic_forces_ev_per_a": [[1.9, 0.7, -3.5], [-3.3, 1.9, 3.1], [0.8, 0.1, -0.1], [1.0, -1.2, -0.7], [1.0, 0.6, -0.6], [-1.0, -1.1, -0.3], [-0.2, 1.2, 2.9], [-0.1, -1.1, -0.9], [0.2, 0.0, 0.3], [0.3, -0.3, -0.2], [0.1, -0.3, -1.5], [-0.8, -0.6, 1.4]], "lowdin_charge": [-0.008, 0.414, 0.194, 0.187, 0.315, 0.015, -0.371, 0.860, 0.200, 0.179, 2.434, -0.419], "orbital_gap_ev": 9.7, "total_charge": 4}